[1]
DFT (the ωB97M-V functional and the def2-TZVPD basis) results for C19H36BeF3NO20 as an isolated structure.

Geometry as XYZ:
```
80
C19H36BeF3NO20, DFT the ωB97M-V functional and the def2-TZVPD basis
Be 0.601 0.539 -0.300
N 2.156 2.487 -1.648
O 0.916 2.603 -1.545
O 2.693 1.554 -0.982
O 2.836 3.193 -2.386
C -1.562 -1.881 1.294
O -2.867 -1.491 0.850
O -0.666 -1.183 0.565
C -1.442 -1.969 2.800
F -2.255 -2.937 3.294
F -0.207 -2.328 3.156
F -1.819 -0.843 3.438
C -4.034 -2.211 1.194
C -5.170 -1.787 0.263
H -5.938 -2.558 0.220
H -5.624 -0.902 0.713
H -4.775 -1.550 -0.722
H -4.332 -2.152 2.244
H -3.767 -3.263 1.006
H -1.456 -2.911 0.900
C 0.764 0.389 4.131
O 1.577 1.519 3.898
C 2.080 1.802 2.727
O 1.782 1.333 1.656
O 2.989 2.760 2.883
C 3.586 3.317 1.729
H -0.039 0.258 3.415
H 0.256 0.509 5.086
H 1.446 -0.458 4.181
H 4.329 2.676 1.253
H 4.179 4.175 2.045
H 2.845 3.636 0.999
C 2.612 -3.187 2.950
O 2.653 -1.990 2.181
C 2.661 -1.995 0.853
O 2.574 -0.966 0.225
O 2.888 -3.183 0.343
C 3.085 -3.289 -1.066
H 3.400 -3.895 2.695
H 1.655 -3.688 2.809
H 2.706 -2.915 3.998
H 3.066 -4.347 -1.303
H 4.030 -2.860 -1.401
H 2.331 -2.718 -1.608
C 0.175 4.385 1.623
O -1.098 3.934 2.062
C -1.523 2.731 1.696
O -0.962 1.994 0.913
O -2.722 2.532 2.177
C -3.546 1.495 1.625
H 0.110 5.442 1.366
H 0.516 3.894 0.712
H 0.905 4.317 2.429
H -4.558 1.666 1.972
H -3.120 0.535 1.904
H -3.475 1.538 0.537
C 0.865 -1.262 -6.001
O 0.532 -0.956 -4.646
C 1.469 -0.578 -3.774
O 1.205 -0.317 -2.639
O 2.695 -0.656 -4.289
C 3.807 -0.420 -3.430
H 1.141 -2.316 -6.046
H 1.670 -0.645 -6.390
H -0.010 -1.118 -6.631
H 4.025 0.635 -3.281
H 4.668 -0.879 -3.915
H 3.664 -0.936 -2.482
C -2.382 -1.694 -2.318
O -3.083 -0.455 -2.335
C -2.371 0.618 -2.070
O -1.183 0.698 -1.884
O -3.189 1.665 -2.053
C -2.699 2.968 -1.764
H -1.501 -1.678 -2.964
H -2.968 -2.516 -2.726
H -2.071 -1.919 -1.299
H -1.744 2.987 -1.240
H -3.435 3.507 -1.170
H -2.548 3.513 -2.696
```

For the energy above the lowest of the compared OMol25 structures with the same formula, charge and spin, the calculation gives 39.9 kJ/mol. Its max |F| is 3.38 eV/A. Its HOMO energy is -8.516 eV. The spin multiplicity is 1. Its HOMO-LUMO gap is 8.99 eV.

Here are the Mulliken charges for atoms 1 to 2, given in e: 1.946 0.726



[2]
DFT (the ωB97M-V functional and the def2-TZVPD basis) results for C36H33BCl2GaN10O2 as an isolated structure.

Geometry as XYZ:
```
85
C36H33BCl2GaN10O2, DFT the ωB97M-V functional and the def2-TZVPD basis
Ga 0.676 0.493 1.091
C 1.533 3.472 -0.101
N 1.923 2.755 1.096
C 1.603 3.437 2.334
C 1.533 2.395 3.395
N 1.263 1.141 3.124
C 1.152 0.490 4.359
C 0.831 -0.820 4.708
C 0.718 -1.118 6.051
C 0.949 -0.163 7.047
C 1.295 1.132 6.723
C 1.380 1.435 5.372
N 1.632 2.629 4.717
C 0.131 3.058 -0.415
N -0.413 1.969 0.078
C -1.700 1.887 -0.461
C -2.705 0.930 -0.331
C -3.906 1.187 -0.956
C -4.114 2.344 -1.717
C -3.112 3.274 -1.902
C -1.908 3.017 -1.263
N -0.720 3.729 -1.210
H 2.181 3.182 -0.930
H 1.592 4.560 0.014
H 2.902 2.498 1.067
H 0.606 3.880 2.237
H 2.300 4.240 2.602
H 0.638 -1.574 3.964
H 0.438 -2.120 6.348
H 0.844 -0.441 8.087
H 1.481 1.882 7.481
H 1.825 3.513 5.157
H -2.547 0.016 0.220
H -4.710 0.471 -0.864
H -5.075 2.498 -2.188
H -3.259 4.154 -2.514
H -0.511 4.566 -1.728
B -0.914 -2.452 1.609
N -1.411 -1.215 2.408
C -2.293 -1.165 3.404
C -2.530 0.166 3.729
C -1.729 0.880 2.853
N -1.059 0.032 2.059
N 0.647 -2.460 1.701
C 1.445 -3.522 1.818
C 2.766 -3.094 1.855
C 2.684 -1.714 1.745
N 1.399 -1.346 1.657
H -1.321 -3.444 2.136
H -1.236 -2.320 0.461
H -2.706 -2.063 3.831
H -3.183 0.551 4.491
H -1.602 1.945 2.748
H 1.043 -4.520 1.854
H 3.651 -3.700 1.934
H 3.459 -0.965 1.721
Cl -0.767 0.720 -4.745
C -1.772 -0.693 -4.629
C -3.035 -0.627 -5.190
C -3.927 -1.668 -5.013
C -3.566 -2.756 -4.234
C -2.290 -2.833 -3.715
Cl -1.842 -4.207 -2.758
C -1.324 -1.836 -3.942
N -0.041 -2.005 -3.473
C 1.115 -1.562 -4.115
C 1.134 -1.563 -5.512
C 2.248 -1.158 -6.216
C 3.386 -0.762 -5.536
C 3.389 -0.789 -4.153
C 2.275 -1.184 -3.415
C 2.460 -1.266 -1.905
C 1.641 -0.407 -0.950
O 2.259 0.462 -0.243
O 0.423 -0.609 -0.725
H -3.317 0.254 -5.749
H -4.910 -1.626 -5.462
H -4.267 -3.558 -4.050
H 0.049 -2.587 -2.657
H 0.250 -1.900 -6.039
H 2.232 -1.174 -7.297
H 4.267 -0.448 -6.079
H 4.288 -0.503 -3.621
H 3.496 -1.009 -1.698
H 2.288 -2.301 -1.589
```

As for the total charge: +1. For the energy above the lowest of the compared OMol25 structures with the same formula, charge and spin, the calculation gives 0.0 kJ/mol. Its max |F| is 0.93 eV/A. Its HOMO energy is -9.440 eV. The spin multiplicity is 1. Its HOMO-LUMO gap is 7.23 eV.

Here are the Mulliken charges for atoms 1 to 2, given in e: 0.742 -1.415



[3]
DFT (the ωB97M-V functional and the def2-TZVPD basis) results for a 4-piece molecular cluster, C17H45BO17P3S overall.

Geometry as XYZ:
```
84
C17H45BO17P3S, DFT the ωB97M-V functional and the def2-TZVPD basis
C -1.229 1.260 1.064
C -1.737 -0.173 1.432
C -2.261 -0.992 0.225
C -1.100 -1.122 -0.816
O 0.212 -1.195 -0.247
C 1.186 -0.720 -1.175
O -3.183 -0.103 -0.410
B -4.241 -0.995 -0.937
S -5.618 0.192 -1.548
C -5.207 0.544 -3.305
O -5.505 1.454 -0.817
O -6.971 -0.380 -1.545
O -4.500 -1.831 0.227
C -3.175 -2.253 0.539
C -2.987 -3.544 -0.314
H -1.179 1.873 1.983
H -1.894 1.807 0.388
H -0.206 1.278 0.655
H -2.556 -0.054 2.157
H -0.914 -0.676 1.965
H -1.194 -1.996 -1.489
H -1.195 -0.244 -1.477
H 2.171 -1.054 -0.825
H 1.132 0.380 -1.191
H 0.984 -1.138 -2.176
H -3.724 -1.504 -1.913
H -4.352 -0.084 -3.580
H -4.950 1.605 -3.399
H -6.059 0.274 -3.939
H -3.036 -2.591 1.580
H -3.971 -4.030 -0.365
H -2.661 -3.374 -1.344
H -2.305 -4.282 0.144
C 0.848 -8.110 -3.242
O 1.717 -8.076 -2.116
P 1.669 -6.681 -1.166
O 0.188 -6.450 -1.157
O 2.450 -5.818 -2.331
C 3.724 -6.284 -2.780
O 2.078 -5.582 0.033
C 1.946 -4.194 -0.272
H 1.248 -8.849 -3.937
H -0.149 -8.420 -2.934
H 0.802 -7.142 -3.741
H 3.614 -6.751 -3.760
H 4.163 -7.006 -2.089
H 4.394 -5.429 -2.867
H 1.100 -3.996 -0.928
H 2.865 -3.829 -0.735
H 1.799 -3.659 0.665
C 1.786 -0.207 2.664
O 2.019 1.080 3.242
P 3.260 2.012 2.569
O 2.926 1.637 1.144
O 4.398 1.029 3.243
C 4.458 0.943 4.670
O 4.439 3.119 2.062
C 5.623 2.599 1.477
H 1.263 -0.817 3.403
H 1.149 -0.115 1.788
H 2.726 -0.699 2.410
H 4.022 -0.003 4.992
H 3.924 1.764 5.152
H 5.503 0.976 4.977
H 5.422 1.702 0.891
H 6.359 2.377 2.251
H 6.028 3.372 0.824
C -3.540 6.723 0.670
O -2.652 6.859 -0.435
P -1.272 5.890 -0.418
O -1.878 4.619 0.091
O -0.597 6.804 0.777
C -0.433 8.204 0.546
O 0.214 5.257 -0.880
C 1.097 4.834 0.153
H -4.139 7.633 0.716
H -4.201 5.873 0.514
H -2.996 6.608 1.608
H -1.195 8.754 1.100
H -0.513 8.456 -0.513
H 0.552 8.502 0.903
H 0.558 4.411 1.000
H 1.710 5.674 0.486
H 1.754 4.073 -0.267
```

As for the total charge: -1. For the energy above the lowest of the compared OMol25 structures with the same formula, charge and spin, the calculation gives 735.9 kJ/mol. Its max |F| is 8.50 eV/A. Its HOMO energy is -4.768 eV. The spin multiplicity is 1. Its HOMO-LUMO gap is 3.77 eV.

Here are the Mulliken charges for atoms 1 to 2, given in e: -0.919 -0.798



[4]
DFT (the ωB97M-V functional and the def2-TZVPD basis) results for a 2-piece molecular cluster, C4H4O3 overall.

Geometry as XYZ:
```
11
C4H4O3, DFT the ωB97M-V functional and the def2-TZVPD basis
O -2.003 -1.851 -0.396
C -1.500 -0.962 0.175
C -0.692 -0.076 0.709
C -0.377 1.329 0.825
O -0.554 0.486 1.972
H -1.168 2.064 0.682
H 0.647 1.643 0.612
C 1.419 -0.662 -1.147
O 1.076 0.248 -1.866
H 2.107 -0.524 -0.286
H 1.045 -1.694 -1.280
```

For the energy above the lowest of the compared OMol25 structures with the same formula, charge and spin, the calculation gives 424.7 kJ/mol. Its max |F| is 0.87 eV/A. Its HOMO energy is -8.965 eV. The spin multiplicity is 1. Its HOMO-LUMO gap is 9.02 eV. Its SMILES is O=C=C1CO1.C=O.

Here are the natural (NBO) charges for atoms 1 to 2, given in e: -0.427 0.650



[5]
DFT (the ωB97M-V functional and the def2-TZVPD basis) results for a 13-piece molecular cluster, C27H28Cl48O5 overall.

Geometry as XYZ:
```
108
C27H28Cl48O5, DFT the ωB97M-V functional and the def2-TZVPD basis
C 1.843 -4.314 3.582
C 1.191 -4.754 2.169
C 2.103 -5.806 1.377
C 3.277 -5.145 0.515
C 2.773 -4.010 -0.516
C 3.917 -3.659 -1.612
C 5.127 -2.801 -0.946
C 5.073 -1.280 -1.448
C 4.075 -0.334 -0.628
C 4.297 -0.332 0.954
O 3.284 0.493 1.631
C 2.038 -0.204 1.547
O 1.915 -1.246 2.211
O 1.089 0.346 0.677
C -0.266 -0.029 1.030
C -0.653 -1.515 0.499
C -2.160 -1.629 -0.036
C -2.158 -2.194 -1.527
O -1.245 -2.054 -2.352
O -3.327 -2.910 -1.941
H 1.645 -5.065 4.417
H 2.950 -4.084 3.432
H 1.297 -3.352 3.897
H 1.037 -3.782 1.570
H 0.150 -5.162 2.378
H 2.556 -6.529 2.134
H 1.407 -6.358 0.651
H 4.055 -4.725 1.240
H 3.790 -5.976 -0.070
H 2.516 -3.097 0.134
H 1.837 -4.330 -1.101
H 3.486 -3.101 -2.514
H 4.313 -4.659 -1.989
H 5.102 -2.929 0.187
H 6.110 -3.293 -1.290
H 4.672 -1.311 -2.525
H 6.130 -0.856 -1.528
H 3.012 -0.623 -0.946
H 4.249 0.740 -1.003
H 5.315 0.161 1.139
H 4.350 -1.363 1.428
H -0.961 0.680 0.447
H -0.525 0.126 2.130
H -0.539 -2.199 1.406
H 0.144 -1.804 -0.260
H -2.700 -0.635 0.091
H -2.687 -2.403 0.622
H -3.455 -3.589 -1.241
C 0.072 -0.732 5.981
Cl -0.863 -1.494 4.677
Cl -0.647 0.843 6.380
Cl 0.043 -1.778 7.417
Cl 1.749 -0.501 5.450
C -4.297 2.567 1.111
Cl -3.452 1.116 1.697
Cl -3.837 2.868 -0.588
Cl -6.052 2.316 1.205
Cl -3.840 3.951 2.124
C 6.406 -3.146 -4.854
Cl 6.776 -1.517 -4.248
Cl 7.048 -4.360 -3.728
Cl 4.647 -3.338 -4.992
Cl 7.153 -3.368 -6.450
C 5.140 2.310 -4.701
Cl 6.227 1.427 -3.608
Cl 5.916 2.491 -6.288
Cl 3.624 1.404 -4.883
Cl 4.795 3.914 -4.024
C -4.734 7.422 -0.228
Cl -4.539 5.668 -0.430
Cl -3.308 8.258 -0.876
Cl -6.184 7.957 -1.100
Cl -4.908 7.803 1.499
C -3.791 6.117 5.699
Cl -2.761 5.211 6.827
Cl -2.960 6.281 4.138
Cl -5.323 5.247 5.467
Cl -4.122 7.731 6.364
C -9.701 6.717 0.387
Cl -8.120 6.963 1.155
Cl -9.910 7.897 -0.925
Cl -9.787 5.072 -0.278
Cl -10.987 6.937 1.592
C -5.129 11.377 -3.205
Cl -5.022 12.932 -4.057
Cl -4.146 11.441 -1.728
Cl -6.823 11.053 -2.778
Cl -4.527 10.081 -4.260
C -8.266 2.509 4.679
Cl -8.020 4.236 5.012
Cl -9.594 1.896 5.687
Cl -8.671 2.281 2.966
Cl -6.777 1.618 5.050
C 9.810 -2.672 -9.312
Cl 10.893 -3.559 -8.219
Cl 10.590 -2.486 -10.897
Cl 8.292 -3.574 -9.502
Cl 9.465 -1.069 -8.630
C 1.794 -5.936 -5.509
Cl 1.862 -6.437 -3.806
Cl 3.262 -6.481 -6.346
Cl 0.368 -6.659 -6.283
Cl 1.682 -4.165 -5.600
C -5.593 -1.952 6.351
Cl -5.391 -3.691 6.054
Cl -4.188 -1.072 5.713
Cl -7.058 -1.374 5.534
Cl -5.733 -1.662 8.098
```

Its max |F| is 4.05 eV/A. Its HOMO energy is -10.423 eV. The spin multiplicity is 1. Its HOMO-LUMO gap is 10.28 eV.

Here are the Mulliken charges for atoms 1 to 2, given in e: -0.732 0.518



[6]
DFT (the ωB97M-V functional and the def2-TZVPD basis) results for H2InO2 as an isolated structure.

Geometry as XYZ:
```
5
H2InO2, DFT the ωB97M-V functional and the def2-TZVPD basis
In 0.682 -0.402 -0.769
O 2.730 -0.991 2.338
H 2.266 -0.772 3.169
O -2.589 1.286 -2.001
H -3.089 0.879 -2.736
```

As for the total charge: +1. For the energy above the lowest of the compared OMol25 structures with the same formula, charge and spin, the calculation gives 291.1 kJ/mol. Its max |F| is 0.56 eV/A. Its HOMO energy is -13.187 eV. The spin multiplicity is 1. Its HOMO-LUMO gap is 2.10 eV.

Here are the natural (NBO) charges for atoms 1 to 2, given in e: 1.003 -0.449